1.
Here is C16H12BeN2O4S2Se as an isolated structure from the Open Molecules 2025 dataset. Energies are from wB97M-V/def2-TZVPD.

Geometry (Å):
H1 1.20991 -0.55858 4.45918
H2 3.11115 -1.97470 -3.58604
C1 0.80708 0.28516 -2.61956
H3 3.05926 -1.96294 3.53169
C2 2.50110 -1.35651 -2.93914
Se1 2.75314 2.69933 0.62483
H4 -4.07493 -2.48579 -0.22281
H5 3.38214 -2.07743 -1.11931
C3 1.85366 -0.61187 -0.77283
C4 -4.13870 -1.40504 -0.19854
C5 2.41380 -1.39330 2.87467
H6 1.39285 -0.44130 -4.54724
C6 -2.92623 -0.69108 -0.31216
H7 0.04089 0.97118 -2.96025
O1 1.17897 2.59252 0.00405
O2 3.26921 4.20765 0.34080
S1 -1.45513 -1.60040 -0.50695
C7 -3.00089 0.73081 -0.26503
C8 2.65012 -1.42124 -1.56852
H8 -0.16618 0.78268 2.86944
C9 -5.43981 0.59944 -0.05201
N1 0.95595 0.22015 -1.30607
S2 -1.66009 1.89855 -0.36635
C10 -4.26382 1.32741 -0.14428
O3 3.64560 1.59778 -0.18864
H9 -4.29421 2.41195 -0.12243
H10 -6.27462 -1.38687 0.00882
C11 1.39322 -0.60970 3.39573
C12 2.61350 -1.42217 1.51037
C13 0.63290 0.14016 2.52455
H11 -6.39307 1.11093 0.04010
C14 1.55375 -0.49373 -3.47949
O4 2.68229 2.35543 2.21020
C15 1.79930 -0.64603 0.70012
H12 3.41723 -1.99891 1.07569
N2 0.82584 0.11657 1.21238
Be1 0.31661 1.27746 -0.03223
C16 -5.37173 -0.78756 -0.07277

## Properties
Strongest force on any atom ... 0.8 eV Å⁻¹
HOMO energy ... -0.5 eV
Net charge ... -2
Relative energy (zero: lowest compared OMol25 entry of this formula, charge and spin) ... 0.0 kJ/mol
LUMO ... 0.17625 Eh
Orbital gap ... 0.1940 Eh
Calculated total energy ... -115378.232 eV

2.
Here is a 3-piece molecular cluster, C16H12BrF2NO3S overall in a non-equilibrium geometry from the Open Molecules 2025 dataset. Energies are from wB97M-V/def2-TZVPD.

Geometry (Å):
H1 -6.06967 2.25463 2.24530
C1 1.92356 1.45200 -1.14812
C2 6.17680 -4.27284 -0.44611
H2 4.57282 -2.90231 -0.81906
C3 5.37825 -3.17530 -0.15511
H3 2.44769 1.58764 -2.08078
H4 8.25097 -4.17632 2.22703
C4 -8.06554 4.12502 0.23614
H5 0.44773 0.33153 -0.14795
C5 -6.74731 1.71124 0.29470
C6 -7.31556 3.77102 1.34880
H6 6.83816 -2.19487 2.73773
Br1 1.66315 3.17150 -0.33780
O1 2.76180 0.50876 -0.46264
F1 7.97071 -5.67765 0.14326
S1 -2.75194 1.02196 -0.20104
C7 -1.50203 1.09386 -1.10361
F2 -6.09979 0.52822 0.32291
C8 5.61674 -2.42774 0.98953
C9 7.44582 -3.88102 1.56743
O2 2.81768 -1.75303 -0.52839
C10 0.68348 0.62071 -1.17184
C11 7.19641 -4.60863 0.42187
H7 -8.73774 3.53445 -1.71319
H8 4.99470 -1.57116 1.21101
C12 -8.15085 3.26116 -0.84712
H9 6.01374 -4.86575 -1.33636
O3 1.26025 -0.57971 -1.71106
C13 -6.65308 2.55288 1.38427
C14 2.33642 -0.72721 -0.87653
H10 -8.58406 5.07387 0.21234
C15 -7.48407 2.04533 -0.82325
H11 -7.24524 4.44442 2.19194
N1 -0.50837 1.14208 -1.81204
H12 -7.53158 1.36072 -1.65954
C16 6.64997 -2.77948 1.84730

## Properties
Strongest force on any atom ... 1.1 eV Å⁻¹
HOMO energy ... -8.9 eV
LUMO ... -0.00809 Eh
Orbital gap ... 0.3208 Eh
Calculated total energy ... -110730.585 eV

3.
Here is the molecule C16H12F3NO2S in a non-equilibrium geometry from the Open Molecules 2025 dataset. Energies are from wB97M-V/def2-TZVPD.

Geometry (Å):
C1 0.80921 1.64591 3.14221
H1 1.56165 -0.58582 0.54798
C2 0.69716 1.42431 1.74825
H2 -0.97349 -1.32886 -0.45984
C3 1.30637 -1.25794 -0.29565
C4 -1.25509 0.31450 3.44578
C5 1.73965 -2.81673 -2.97954
H3 1.57522 2.34912 3.55563
C6 -1.34034 0.13428 2.06437
H4 2.30997 -3.19068 -3.85027
C7 -0.08893 -1.17223 -2.42033
C8 2.37155 -2.99277 -1.77571
C9 -0.35257 0.62668 1.19626
O1 -2.62329 1.91246 0.18330
H5 3.31955 -3.55273 -1.84830
F1 -0.81351 1.96323 -3.02731
H6 -2.07823 -0.03631 4.10124
H7 -0.86720 -0.58898 -2.92315
C10 -1.61444 2.51837 -2.08296
F2 -0.95449 3.58069 -1.58163
H8 1.32467 2.04497 1.08326
C11 0.66945 -1.94620 -3.26701
C12 2.21753 -2.23299 -0.59662
C13 -0.01096 -0.98195 -0.94057
H9 0.43060 -1.90905 -4.33945
O2 -2.81385 0.16550 -1.62113
S1 -2.05139 1.15605 -0.90390
H10 2.98240 -2.44657 0.15831
F3 -2.73500 2.96021 -2.67333
N1 -0.00740 1.02242 6.57490
H11 0.20648 1.04269 -0.84921
H12 -2.25752 -0.30444 1.65012
C14 -0.20665 1.11045 3.97158
C15 -0.01610 1.06134 5.40736
C16 -0.46103 0.31108 -0.39463

## Properties
Strongest force on any atom ... 6.7 eV Å⁻¹
HOMO energy ... -8.3 eV
Relative energy (zero: lowest compared OMol25 entry of this formula, charge and spin) ... 627.6 kJ/mol
LUMO ... -0.02154 Eh
Orbital gap ... 0.2842 Eh
Calculated total energy ... -41354.649 eV

4.
Here is C16H12F5IrN6OS2 as an isolated structure from the Open Molecules 2025 dataset. Energies are from wB97M-V/def2-TZVPD.

Geometry (Å):
C1 -4.05163 -2.96712 -0.28204
F1 -0.92967 1.11862 -2.30871
C2 -2.33410 2.43903 4.22173
H1 -1.27815 -4.68396 -0.98275
H2 -1.03148 -2.38551 -1.55572
S1 0.43656 -0.11604 2.67254
C3 -0.73219 0.95978 5.31693
N1 -1.56422 -1.79098 0.40851
O1 1.18538 1.18898 -0.52883
F2 1.37038 4.20402 -4.96412
Ir1 -0.18948 -0.15947 0.37701
S2 -1.54802 1.55848 1.42795
F3 3.44137 4.24850 -3.24898
N2 -3.18824 3.20591 4.30494
N3 -3.73051 -2.66677 1.11603
H3 -2.85824 -5.29025 -0.45569
C4 -2.18225 -4.43693 -0.42454
C5 1.19839 1.87179 -1.58400
C6 2.40181 3.48084 -2.99152
H4 -3.32695 -0.66193 0.71288
N4 -1.83286 -4.15410 0.96949
F4 -0.78788 2.67293 -4.54733
H5 -3.73049 -4.68317 1.67489
C7 -1.28648 1.48610 4.12123
H6 -0.02378 -3.25086 0.46371
H7 -4.72737 -3.82043 -0.31742
H8 -2.42982 -1.28329 -1.45848
H9 -2.80830 -3.61253 2.74562
N5 -2.84124 -3.28483 -1.04778
H10 -2.57904 -1.30593 2.19649
C8 0.18869 2.65794 -3.66232
C9 0.12678 1.88752 -2.54177
N6 -0.29528 0.51031 6.28266
C10 -3.05745 -3.82741 1.70553
C11 -0.82860 1.03704 2.87036
C12 1.32600 3.46363 -3.89018
C13 -2.84796 -1.53198 1.16292
C14 -1.94994 -2.15634 -1.01228
C15 -0.93553 -3.03345 1.02288
C16 2.34753 2.70085 -1.86900
H11 -4.54826 -2.10607 -0.73164
H12 -0.67936 -2.79503 2.05471
F5 3.33357 2.69195 -1.00564

## Properties
Strongest force on any atom ... 0.3 eV Å⁻¹
<S²> ... 8.848
HOMO energy (alpha / beta) ... -11.6 / -12.2 eV
Net charge ... +1
Relative energy (zero: lowest compared OMol25 entry of this formula, charge and spin) ... 0.0 kJ/mol
LUMO (alpha / beta) ... -0.12859 / -0.25099 Eh
Orbital gap (alpha / beta) ... 0.2962 / 0.1980 Eh
Calculated total energy ... -65858.845 eV
Multiplicity ... 6

5.
Here is C16H12N3OPtS2 as an isolated structure from the Open Molecules 2025 dataset. Energies are from wB97M-V/def2-TZVPD.

Geometry (Å):
C1 -0.26525 1.37020 0.03002
C2 0.75645 1.78176 0.92569
H1 -3.07066 0.25514 -2.40999
N1 2.46419 0.37663 -1.63427
H2 1.77437 0.92566 -1.14017
H3 4.11343 -1.09154 -2.93548
C3 -1.92486 1.88869 -1.67707
H4 -0.96549 4.41351 -1.32861
C4 -2.28433 0.57485 -1.74002
C5 3.66135 -1.67533 -2.13791
H5 0.83726 5.07669 0.19836
N2 -3.70657 -2.24426 4.93906
C6 -0.47530 3.67267 -0.70946
H6 4.43245 -1.98295 -1.43125
H7 1.93138 3.39738 1.66010
N3 -2.98114 -5.60421 2.03480
H8 1.21677 1.07748 1.63375
C7 -2.76497 -4.55282 2.44458
C8 -2.42387 -3.25691 2.94510
H9 3.21214 -2.57819 -2.54759
H10 -2.42424 2.61971 -2.29971
C9 2.61658 -0.91448 -1.39067
C10 0.52816 4.04211 0.14247
S1 -0.81758 -0.98796 2.78573
C11 -0.65709 0.02054 -0.10772
C12 -1.42570 -2.56900 2.36225
Pt1 0.55884 -1.10287 0.99827
O1 1.91777 -1.53660 -0.55255
H11 -1.91039 -1.44515 -1.03003
S2 -0.45490 -3.09725 1.01059
C13 -3.13144 -2.69888 4.05497
H12 3.03751 0.83740 -2.32075
C14 1.15597 3.08833 0.97254
C15 -1.63244 -0.40492 -0.94523
C16 -0.89839 2.32456 -0.79979

## Properties
Strongest force on any atom ... 0.2 eV Å⁻¹
HOMO energy ... -12.2 eV
Net charge ... +1
Relative energy (zero: lowest compared OMol25 entry of this formula, charge and spin) ... 8.6 kJ/mol
LUMO ... -0.21081 Eh
Orbital gap ... 0.2374 Eh
Calculated total energy ... -48214.106 eV

6.
Here is C16H12N5O4RuS2 as an isolated structure in a non-equilibrium geometry from the Open Molecules 2025 dataset. Energies are from wB97M-V/def2-TZVPD.

Geometry (Å):
O1 -3.96179 -2.26855 0.09358
H1 -5.30466 2.62587 0.00032
O2 -1.80771 -1.78554 -0.03129
N1 0.72672 -2.96072 -0.08801
Ru1 0.11044 -0.87405 -0.07050
H2 -5.38974 -1.56818 -0.06737
C1 -2.59299 3.58914 -0.15541
C2 4.07958 2.70472 0.00809
O3 -6.29103 -1.12452 -0.04746
C3 2.92205 1.90074 0.05130
N2 4.15622 -1.46266 0.03465
H3 6.25256 2.82150 0.00911
H4 3.99348 3.78933 -0.12830
S1 -0.59551 1.12397 0.11120
H5 -2.67739 4.15331 0.79686
C4 -3.47962 0.02674 -0.08577
C5 5.50170 0.73755 0.04341
N3 2.10605 -0.56413 -0.00538
N4 -4.50763 1.99099 0.00236
C6 0.21918 -4.15208 0.06192
C7 -3.07435 -1.44709 -0.00954
H6 3.69357 -4.55523 -0.02052
C8 -3.17522 2.25587 -0.00913
N5 -2.52791 1.10019 0.02218
C9 2.69104 -4.29247 0.02327
S2 1.40498 -5.47300 0.09193
H7 4.91767 -2.14644 0.02945
C10 5.39463 2.14815 0.00371
H8 -1.50069 3.66359 -0.28497
H9 1.92106 2.23444 0.08654
C11 -4.69506 0.64728 -0.09589
C12 2.80430 -1.70825 -0.06494
H10 -3.29000 4.33430 -0.51928
C13 -6.16843 0.21914 -0.01127
C14 4.32289 -0.05661 0.06869
H11 -0.84120 -4.39189 0.02253
C15 3.04069 0.52190 0.01139
H12 6.47690 0.21078 0.05524
O4 -7.02709 1.05624 0.11671
C16 2.17231 -3.02434 -0.04941

## Properties
Strongest force on any atom ... 5.5 eV Å⁻¹
<S²> ... 6.034
HOMO energy (alpha / beta) ... -8.7 / -11.4 eV
Net charge ... +1
LUMO (alpha / beta) ... -0.09864 / -0.26645 Eh
Orbital gap (alpha / beta) ... 0.2218 / 0.1532 Eh
Calculated total energy ... -56671.201 eV
Multiplicity ... 5